10 unconnected molecules or ions with the total composition C60H150N10O20. Source: the OMol25 dataset; level of theory: the ωB97M-V functional and the def2-TZVPD basis.

Element x y z (Å)
C1 -1.170 7.990 -7.720
O1 -0.676 6.666 -7.348
C2 0.098 6.685 -6.143
C3 -0.802 7.033 -4.922
N1 -1.880 6.093 -4.820
C4 -2.811 6.290 -3.709
C5 -3.822 7.403 -4.056
O2 -4.641 7.073 -5.174
C6 -5.619 8.061 -5.543
H1 -1.647 7.889 -8.695
H2 -0.438 8.793 -7.638
H3 -2.010 8.285 -7.091
H4 0.871 7.451 -6.205
H5 0.537 5.689 -6.080
H6 -1.127 8.071 -5.000
H7 -0.174 7.044 -4.032
H8 -2.328 6.005 -5.721
H9 -2.350 6.455 -2.735
H10 -3.350 5.361 -3.526
H11 -3.336 8.367 -4.205
H12 -4.522 7.483 -3.224
H13 -5.167 9.051 -5.609
H14 -6.469 8.080 -4.860
H15 -6.031 7.806 -6.519
C7 5.622 -13.603 -4.093
O3 5.088 -12.556 -4.938
C8 6.037 -11.727 -5.435
C9 5.331 -10.344 -5.462
N2 4.972 -9.786 -4.159
C10 4.090 -8.680 -4.404
C11 3.978 -7.831 -3.107
O4 2.803 -8.372 -2.491
C12 2.502 -7.823 -1.203
H16 5.837 -13.080 -3.162
H17 6.480 -14.128 -4.514
H18 4.898 -14.393 -3.892
H19 6.123 -12.046 -6.474
H20 7.009 -11.601 -4.958
H21 4.403 -10.532 -6.002
H22 5.960 -9.624 -5.985
H23 4.394 -10.489 -3.720
H24 3.115 -8.960 -4.804
H25 4.603 -8.136 -5.197
H26 3.848 -6.768 -3.309
H27 4.845 -7.932 -2.454
H28 1.573 -8.136 -0.728
H29 2.340 -6.748 -1.291
H30 3.276 -8.068 -0.476
C13 5.074 -9.438 4.977
O5 4.940 -8.364 3.998
C14 6.207 -7.946 3.469
C15 6.069 -6.636 2.694
N3 5.145 -6.806 1.576
C16 4.598 -5.545 1.072
C17 3.676 -4.801 2.017
O6 2.557 -5.722 2.232
C18 1.508 -5.162 2.935
H31 4.129 -9.424 5.519
H32 5.865 -9.133 5.661
H33 5.286 -10.409 4.530
H34 6.668 -8.813 2.996
H35 6.925 -7.844 4.283
H36 7.013 -6.516 2.161
H37 5.940 -5.680 3.202
H38 4.355 -7.319 1.940
H39 4.032 -5.716 0.156
H40 5.414 -4.886 0.779
H41 3.243 -3.967 1.464
H42 4.079 -4.467 2.973
H43 1.826 -4.712 3.876
H44 0.727 -5.873 3.207
H45 1.082 -4.331 2.372
C19 -3.751 -5.032 3.522
O7 -4.472 -6.234 3.620
C20 -3.605 -7.214 4.241
C21 -4.416 -8.500 4.327
N4 -5.530 -8.461 5.344
C22 -6.193 -9.753 5.292
C23 -7.430 -9.940 4.296
O8 -8.215 -8.741 4.276
C24 -9.343 -8.918 3.518
H46 -3.572 -4.536 4.476
H47 -4.259 -4.405 2.789
H48 -2.763 -5.280 3.134
H49 -3.133 -6.856 5.156
H50 -2.736 -7.407 3.613
H51 -3.748 -9.350 4.464
H52 -4.785 -8.619 3.309
H53 -6.248 -7.878 4.938
H54 -6.710 -9.845 6.247
H55 -5.451 -10.551 5.271
H56 -7.971 -10.849 4.558
H57 -7.030 -10.126 3.299
H58 -10.033 -9.611 3.999
H59 -9.021 -9.334 2.563
H60 -9.802 -7.943 3.351
C25 2.630 -2.581 -2.511
O9 1.443 -2.459 -3.278
C26 1.070 -1.054 -3.359
C27 -0.404 -0.915 -3.940
N5 -1.456 -1.252 -2.964
C28 -2.839 -1.213 -3.454
C29 -3.958 -1.517 -2.410
O10 -3.631 -2.736 -1.672
C30 -4.230 -2.790 -0.393
H61 2.524 -2.281 -1.468
H62 3.421 -1.896 -2.818
H63 2.872 -3.644 -2.517
H64 1.784 -0.541 -4.002
H65 1.173 -0.504 -2.423
H66 -0.421 -1.474 -4.875
H67 -0.508 0.139 -4.200
H68 -1.280 -2.137 -2.511
H69 -2.950 -1.965 -4.235
H70 -2.913 -0.209 -3.872
H71 -4.902 -1.648 -2.939
H72 -3.922 -0.682 -1.711
H73 -3.920 -1.891 0.139
H74 -3.969 -3.622 0.262
H75 -5.307 -2.859 -0.545
C31 -1.004 -5.425 0.556
O11 -1.073 -4.067 0.948
C32 -0.495 -3.149 0.020
C33 -0.765 -1.754 0.659
N6 -0.479 -0.678 -0.325
C34 -0.669 0.641 0.221
C35 -0.099 1.623 -0.727
O12 -0.710 2.878 -0.497
C36 -0.217 3.920 -1.333
H76 -1.104 -6.177 1.338
H77 -0.017 -5.595 0.127
H78 -1.662 -5.667 -0.280
H79 -0.991 -3.201 -0.949
H80 0.554 -3.423 -0.089
H81 -0.202 -1.497 1.556
H82 -1.802 -1.675 0.984
H83 -1.088 -0.866 -1.108
H84 -0.156 0.753 1.176
H85 -1.729 0.863 0.348
H86 -0.308 1.390 -1.771
H87 0.974 1.681 -0.542
H88 -0.693 4.857 -1.045
H89 -0.331 3.824 -2.412
H90 0.853 3.993 -1.139
C37 7.661 10.871 -2.089
O13 6.264 10.648 -2.186
C38 5.871 9.340 -1.789
C39 4.404 9.137 -2.347
N7 4.171 7.694 -2.424
C40 3.041 7.395 -3.312
C41 2.726 5.816 -3.323
O14 3.907 5.174 -3.819
C42 4.284 5.480 -5.141
H91 7.833 11.922 -2.322
H92 8.233 10.215 -2.746
H93 8.032 10.646 -1.090
H94 5.787 9.445 -0.707
H95 6.597 8.550 -1.982
H96 4.308 9.620 -3.319
H97 3.604 9.532 -1.720
H98 5.007 7.180 -2.661
H99 3.289 7.608 -4.352
H100 2.174 8.020 -3.101
H101 1.777 5.504 -3.761
H102 2.635 5.524 -2.277
H103 3.424 5.684 -5.779
H104 4.919 4.744 -5.635
H105 4.858 6.406 -5.185
C43 -9.597 6.707 1.494
O15 -9.345 5.830 0.397
C44 -9.905 4.562 0.719
C45 -9.495 3.422 -0.241
N8 -8.054 3.093 -0.085
C46 -7.638 2.180 -1.198
C47 -6.148 1.841 -1.120
O16 -5.306 2.990 -1.323
C48 -3.935 2.656 -1.402
H106 -9.131 7.680 1.343
H107 -9.235 6.370 2.466
H108 -10.636 7.032 1.536
H109 -10.988 4.621 0.608
H110 -9.697 4.273 1.749
H111 -9.720 3.709 -1.269
H112 -10.150 2.585 0.000
H113 -7.412 3.861 0.052
H114 -7.883 2.651 -2.150
H115 -8.174 1.235 -1.106
H116 -5.834 1.111 -1.865
H117 -5.899 1.430 -0.141
H118 -3.561 2.380 -0.416
H119 -3.225 3.429 -1.697
H120 -3.831 1.843 -2.121
C49 -0.755 0.644 4.014
O17 0.155 0.362 5.095
C50 0.223 1.455 6.011
C51 1.248 1.054 7.023
N9 2.610 0.932 6.439
C52 3.685 0.500 7.338
C53 3.773 -0.974 7.665
O18 3.878 -1.816 6.524
C54 5.063 -1.655 5.742
H121 -1.799 0.782 4.296
H122 -0.614 -0.148 3.278
H123 -0.408 1.523 3.470
H124 -0.749 1.631 6.473
H125 0.402 2.434 5.567
H126 0.935 0.133 7.515
H127 1.211 1.701 7.900
H128 2.626 0.395 5.584
H129 3.658 1.132 8.226
H130 4.618 0.735 6.825
H131 2.922 -1.160 8.321
H132 4.643 -1.030 8.319
H133 5.101 -2.458 5.005
H134 5.880 -1.952 6.399
H135 5.218 -0.778 5.114
C55 1.867 10.624 4.786
O19 1.526 9.837 3.652
C56 1.342 10.552 2.461
C57 1.460 9.553 1.329
N10 2.705 8.728 1.374
C58 2.690 7.642 0.340
C59 1.768 6.487 0.732
O20 1.970 5.992 2.079
C60 1.560 4.641 2.192
H136 1.027 11.289 4.985
H137 2.802 11.150 4.595
H138 1.944 10.115 5.747
H139 2.027 11.390 2.332
H140 0.321 10.931 2.490
H141 1.456 9.903 0.297
H142 0.653 8.830 1.442
H143 2.623 8.359 2.311
H144 3.617 7.122 0.098
H145 2.412 8.076 -0.620
H146 2.069 5.672 0.073
H147 0.757 6.775 0.447
H148 1.757 4.310 3.211
H149 2.115 3.958 1.548
H150 0.508 4.586 1.912

Calculated values
HOMO level (spin up / spin down), eV: -9.71 / -9.71
Energy above the lowest of the compared OMol25 structures with the same formula, charge and spin, kcal per mole: 67.7
Multiplicity: 2
Expectation value of S²: 0.755
DFT total energy, eV: -120476.636
Kohn-Sham gap (spin up / spin down), eV: 7.25 / 2.08
Lowest unoccupied orbital energy (spin up / spin down), Ha: -0.0906 / -0.2804
Charge: +1

Löwdin atomic charge list, values in e, 4 entries:
1. C -0.078
2. O -0.196
3. C -0.206
4. C -0.237

---

11 unconnected molecules or ions with the total composition C60H153N11O19. Source: the OMol25 dataset; level of theory: the ωB97M-V functional and the def2-TZVPD basis.

Element x y z (Å)
C1 -18.112 20.076 17.206
O1 -18.140 21.012 16.109
C2 -19.286 21.101 15.334
C3 -19.014 21.990 14.105
C4 -18.728 23.391 14.484
N1 -20.085 21.980 13.144
H1 -17.152 20.153 17.715
H2 -18.203 19.067 16.805
H3 -18.823 20.326 17.993
H4 -19.449 20.084 14.977
H5 -20.084 21.451 15.990
H6 -18.129 21.638 13.576
H7 -19.492 23.817 15.135
H8 -18.691 24.080 13.640
H9 -17.819 23.408 15.086
H10 -20.670 22.622 13.661
H11 -20.404 21.025 13.214
C5 -16.320 25.024 2.408
O2 -15.091 25.364 3.059
C6 -15.155 25.694 4.480
C7 -15.298 24.513 5.415
C8 -15.523 25.030 6.794
N2 -14.173 23.661 5.382
H12 -16.820 24.142 2.807
H13 -16.089 24.778 1.372
H14 -17.040 25.843 2.400
H15 -14.292 26.333 4.668
H16 -15.954 26.427 4.589
H17 -16.143 23.959 5.007
H18 -14.674 25.620 7.139
H19 -15.756 24.159 7.407
H20 -16.432 25.630 6.842
H21 -13.303 24.163 5.491
H22 -14.139 23.320 4.432
C9 -3.630 11.908 12.334
O3 -4.120 12.804 11.334
C10 -4.544 14.055 11.844
C11 -5.973 13.968 12.479
C12 -7.025 14.008 11.378
N3 -6.257 15.060 13.380
H23 -2.812 12.445 12.814
H24 -3.209 11.058 11.797
H25 -4.243 11.498 13.137
H26 -3.788 14.380 12.558
H27 -4.548 14.832 11.079
H28 -6.056 12.987 12.946
H29 -8.066 13.963 11.698
H30 -6.828 13.276 10.595
H31 -6.989 14.927 10.791
H32 -5.905 15.862 12.877
H33 -7.265 15.127 13.388
C13 -6.216 21.280 7.576
O4 -6.685 22.456 7.051
C14 -7.795 22.431 6.160
C15 -8.245 23.869 5.753
N4 -8.479 24.658 6.933
C16 -8.244 26.063 6.821
C17 -8.641 26.944 8.006
O5 -8.020 26.555 9.231
C18 -8.618 27.292 10.355
H34 -6.081 20.443 6.891
H35 -7.000 20.946 8.256
H36 -5.357 21.450 8.226
H37 -8.635 21.981 6.690
H38 -7.534 21.805 5.306
H39 -9.192 23.893 5.213
H40 -7.553 24.401 5.100
H41 -7.863 24.283 7.641
H42 -8.827 26.349 5.945
H43 -7.215 26.235 6.505
H44 -9.714 26.996 8.191
H45 -8.538 28.006 7.785
H46 -8.674 28.352 10.111
H47 -8.029 27.044 11.238
H48 -9.604 26.855 10.516
C19 -13.259 27.506 15.806
O6 -12.059 26.991 16.339
C20 -12.116 25.578 16.639
C21 -10.924 25.175 17.479
N5 -10.766 23.692 17.479
C22 -9.659 23.194 18.360
C23 -9.779 21.690 18.648
O7 -8.692 21.171 19.371
C24 -8.862 19.779 19.687
H49 -13.967 27.392 16.627
H50 -13.645 26.813 15.058
H51 -13.154 28.494 15.358
H52 -12.209 25.094 15.667
H53 -13.043 25.266 17.119
H54 -11.108 25.584 18.472
H55 -10.060 25.678 17.046
H56 -10.693 23.405 16.513
H57 -9.585 23.803 19.261
H58 -8.716 23.317 17.827
H59 -9.774 21.220 17.664
H60 -10.764 21.498 19.074
H61 -7.949 19.392 20.141
H62 -9.207 19.202 18.830
H63 -9.685 19.685 20.395
C25 -1.158 19.051 19.229
O8 -0.171 20.072 19.375
C26 -0.589 21.178 20.266
C27 0.546 22.092 20.583
N6 1.575 21.433 21.380
C28 2.662 22.216 21.938
C29 3.542 21.423 22.872
O9 4.549 22.269 23.386
C30 5.214 21.696 24.482
H64 -2.128 19.461 18.948
H65 -1.215 18.427 20.120
H66 -0.733 18.421 18.447
H67 -1.013 20.890 21.228
H68 -1.390 21.687 19.731
H69 0.136 22.948 21.119
H70 0.917 22.406 19.608
H71 1.932 20.681 20.807
H72 2.253 23.102 22.422
H73 3.271 22.528 21.089
H74 4.137 20.630 22.420
H75 2.920 20.989 23.655
H76 6.081 21.191 24.057
H77 4.590 21.086 25.135
H78 5.700 22.375 25.184
C31 -18.931 13.752 11.522
O10 -19.967 12.807 11.546
C32 -19.686 11.678 12.427
C33 -21.012 10.971 12.737
N7 -21.483 10.093 11.659
C34 -22.856 9.750 11.908
C35 -23.338 8.544 11.025
O11 -23.750 9.094 9.773
C36 -24.362 8.018 8.933
H79 -17.975 13.418 11.118
H80 -18.665 13.978 12.555
H81 -19.179 14.730 11.109
H82 -19.186 11.967 13.352
H83 -19.053 10.910 11.982
H84 -21.723 11.762 12.976
H85 -20.851 10.412 13.658
H86 -21.480 10.610 10.792
H87 -23.552 10.568 11.725
H88 -23.028 9.605 12.975
H89 -24.174 8.187 11.627
H90 -22.538 7.808 10.948
H91 -24.495 8.285 7.885
H92 -25.346 7.816 9.356
H93 -23.769 7.103 8.904
C37 -4.813 28.707 23.157
O12 -4.390 28.972 21.830
C38 -5.507 28.836 20.902
C39 -4.943 28.717 19.442
N8 -4.336 27.424 19.172
C40 -3.913 27.309 17.824
C41 -2.498 28.000 17.592
O13 -1.531 27.471 18.535
C42 -0.346 28.223 18.735
H94 -5.019 27.637 23.177
H95 -5.637 29.332 23.503
H96 -4.062 28.974 23.900
H97 -6.185 29.683 21.007
H98 -6.085 27.922 21.041
H99 -4.209 29.478 19.176
H100 -5.737 28.958 18.734
H101 -3.637 27.133 19.841
H102 -4.708 27.615 17.144
H103 -3.828 26.228 17.720
H104 -2.653 29.071 17.723
H105 -2.144 27.833 16.574
H106 -0.582 29.133 19.287
H107 0.384 28.444 17.956
H108 0.264 27.613 19.401
C43 -19.050 13.097 19.055
O14 -17.675 12.676 19.111
C44 -17.454 11.844 20.250
C45 -15.966 11.583 20.321
N9 -15.479 10.808 19.133
C46 -14.044 10.665 19.063
C47 -13.548 10.165 17.726
O15 -14.100 10.945 16.747
C48 -13.719 10.525 15.417
H109 -19.719 12.306 18.716
H110 -19.060 13.881 18.297
H111 -19.558 13.340 19.988
H112 -18.057 10.939 20.177
H113 -17.738 12.410 21.137
H114 -15.825 11.035 21.252
H115 -15.496 12.560 20.433
H116 -15.699 11.304 18.280
H117 -13.733 10.009 19.876
H118 -13.492 11.595 19.205
H119 -13.947 9.169 17.533
H120 -12.467 10.062 17.633
H121 -12.658 10.285 15.350
H122 -13.993 11.265 14.665
H123 -14.378 9.660 15.352
C49 -11.276 17.711 15.414
O16 -10.887 18.425 14.240
C50 -11.674 19.623 14.024
C51 -11.003 20.500 12.924
N10 -9.696 21.120 13.361
C52 -8.971 21.574 12.143
C53 -7.497 21.847 12.585
O17 -6.873 20.547 12.816
C54 -5.472 20.700 13.216
H124 -12.330 17.466 15.291
H125 -11.175 18.325 16.310
H126 -10.634 16.830 15.419
H127 -11.650 20.188 14.956
H128 -12.685 19.332 13.737
H129 -11.683 21.322 12.702
H130 -10.829 19.880 12.044
H131 -9.121 20.353 13.678
H132 -9.478 22.432 11.703
H133 -9.032 20.803 11.376
H134 -7.356 22.493 13.451
H135 -6.995 22.381 11.778
H136 -5.095 19.787 13.677
H137 -5.319 21.504 13.936
H138 -4.848 20.994 12.372
C55 2.085 20.391 9.824
O18 2.595 21.224 10.872
C56 3.055 20.387 11.905
C57 3.168 21.110 13.291
N11 4.504 21.739 13.410
C58 4.621 22.335 14.725
C59 5.944 23.018 15.103
O19 5.650 23.836 16.219
C60 6.251 25.118 16.047
H139 2.935 19.877 9.375
H140 1.783 20.932 8.927
H141 1.321 19.673 10.121
H142 3.940 19.862 11.545
H143 2.304 19.633 12.138
H144 3.126 20.349 14.071
H145 2.396 21.879 13.327
H146 4.519 22.479 12.723
H147 4.460 21.569 15.485
H148 3.811 23.061 14.789
H149 6.299 23.581 14.239
H150 6.790 22.384 15.369
H151 5.745 25.771 15.335
H152 7.321 25.049 15.847
H153 6.197 25.722 16.952

Calculated values
HOMO level, eV: -8.26
Energy above the lowest of the compared OMol25 structures with the same formula, charge and spin, kcal per mole: 144.8
SMILES: COC[C@H](C)N.COC[C@H](C)N.COC[C@H](C)N.COCCNCCOC.COCCNCCOC.COCCNCCOC.COCCNCCOC.COCCNCCOC.COCCNCCOC.COCCNCCOC.COCCNCCOC
DFT total energy, eV: -119975.939
Kohn-Sham gap, eV: 8.62
Lowest unoccupied orbital energy, Ha: 0.0132
Charge: 0

Löwdin atomic charge list, values in e, 4 entries:
1. C -0.076
2. O -0.206
3. C -0.221
4. C -0.490